Version P
Molecular formula: C5H14N2O
Method: DFT, ωB97M-V/def2-TZVPD

Summary:
HOMO (alpha / beta): -14.1 / -14.0 eV
E_LUMO (alpha / beta): -2.79 / -7.92 eV
2S+1: 2
<S²>: 0.757
HOMO-LUMO gap (alpha / beta): 11.3 / 6.1 eV
Net charge: +1

Structure (XYZ):
```
22
Properties=species:S:1:pos:R:3:mulliken_charge:R:1
N -1.488 -0.715 -1.906 -0.563
C -0.636 -0.226 -0.808 0.403
C 0.837 -0.490 -0.984 -1.157
C 1.728 0.773 -0.511 -0.247
O 1.529 1.899 -1.319 -0.503
C -1.255 -0.794 0.611 -0.845
N -0.384 -0.892 1.718 -0.011
C -0.248 0.454 2.482 -0.775
H -1.859 0.055 -2.431 0.289
H -0.896 -1.328 -2.473 0.286
H -0.920 0.853 -0.729 0.449
H 1.341 -1.367 -0.588 0.490
H 1.119 -0.542 -2.071 0.353
H 1.498 1.154 0.499 0.104
H 2.774 0.478 -0.518 0.363
H 0.657 1.976 -1.730 0.317
H -1.621 -1.851 0.529 0.335
H -2.185 -0.288 0.837 0.355
H 0.534 -1.293 1.529 0.367
H -0.159 1.287 1.741 0.322
H -1.131 0.509 3.126 0.316
H 0.764 0.348 2.998 0.353
```

=====

Version Q
Molecular formula: C5H14N2O
Method: DFT, ωB97M-V/def2-TZVPD

Summary:
HOMO (alpha / beta): -13.8 / -13.6 eV
E_LUMO (alpha / beta): -2.66 / -8.01 eV
2S+1: 2
<S²>: 0.754
HOMO-LUMO gap (alpha / beta): 11.1 / 5.6 eV
Net charge: +1

Structure (XYZ):
```
22
Properties=species:S:1:pos:R:3:mulliken_charge:R:1
C -1.030 1.419 -0.145 -0.493
N -0.286 0.219 -0.367 0.044
C -0.343 -0.809 0.672 -0.856
C 0.560 -1.969 0.218 0.403
C 0.401 -3.187 1.097 -1.338
O 1.883 -1.471 0.093 -0.566
C -0.686 2.364 -1.379 -0.599
N 0.390 3.202 -0.939 -0.509
H -2.111 1.293 -0.163 0.420
H -0.833 1.892 0.821 0.348
H 0.698 0.459 -0.555 0.430
H 0.101 -0.470 1.616 0.368
H -1.389 -1.108 0.737 0.404
H 0.361 -2.260 -0.816 0.346
H -0.131 -4.025 0.647 0.345
H -0.088 -3.012 2.062 0.354
H 1.383 -3.599 1.343 0.367
H 2.212 -1.073 0.908 0.346
H -1.649 2.846 -1.584 0.366
H -0.462 1.719 -2.224 0.377
H 0.935 3.624 -1.670 0.228
H 0.084 3.946 -0.372 0.214
```

=====

Least stable: version P

=====

Version P
Molecular formula: C3H11NSi
Method: DFT, ωB97M-V/def2-TZVPD

Summary:
HOMO: -9.5 eV
E_LUMO: 0.98 eV
HOMO-LUMO gap: 10.5 eV
Net charge: 0

Structure (XYZ):
```
16
Properties=species:S:1:pos:R:3:mulliken_charge:R:1
N -2.140 1.173 -2.719 -0.519
Si -2.662 0.147 -1.379 0.389
H -2.771 1.467 -3.450 0.233
H -1.496 1.959 -2.378 0.237
H -1.459 -0.393 -0.636 -0.135
H -3.325 -1.048 -1.935 -0.110
H -3.397 0.968 -0.408 -0.098
C 2.072 0.828 1.110 -0.745
C 1.564 -0.206 1.772 0.027
C 1.882 -1.622 1.433 -0.958
H 2.741 0.683 0.315 0.278
H 1.922 1.821 1.492 0.265
H 1.272 0.070 2.773 0.329
H 1.308 -2.368 1.954 0.309
H 1.568 -1.637 0.293 0.243
H 2.922 -1.843 1.763 0.253
```

=====

Version Q
Molecular formula: C3H11NSi
Method: DFT, ωB97M-V/def2-TZVPD

Summary:
HOMO (alpha / beta): -8.7 / -6.7 eV
E_LUMO (alpha / beta): 0.23 / 0.13 eV
HOMO-LUMO gap (alpha / beta): 8.9 / 6.9 eV
Net charge: 0

Structure (XYZ):
```
16
Properties=species:S:1:pos:R:3:mulliken_charge:R:1
C 2.631 -0.609 -0.709 -0.679
C -2.326 -0.818 0.254 -0.981
C -0.774 1.973 0.468 -0.978
N 1.401 -0.871 -1.385 -0.522
Si -0.719 0.093 0.676 0.363
H 2.711 -1.046 0.301 0.248
H 3.482 -1.003 -1.284 0.310
H 2.763 0.473 -0.628 0.254
H -2.710 -1.359 1.115 0.312
H -3.097 -0.123 -0.070 0.296
H -2.176 -1.537 -0.545 0.321
H -1.715 2.291 0.025 0.306
H -0.664 2.487 1.418 0.327
H 0.026 2.310 -0.184 0.307
H 1.177 -1.862 -1.308 0.204
H -0.011 -0.400 1.855 -0.087
```

=====

Least stable: version Q

=====

Version P
Molecular formula: C3H11NSi
Method: DFT, ωB97M-V/def2-TZVPD

Summary:
HOMO (alpha / beta): -9.4 / -7.6 eV
E_LUMO (alpha / beta): -0.47 / -0.30 eV
HOMO-LUMO gap (alpha / beta): 8.9 / 7.3 eV
Net charge: 0

Structure (XYZ):
```
16
Properties=species:S:1:pos:R:3:mulliken_charge:R:1
C -1.598 -0.573 0.463 -0.807
C -1.933 1.286 -0.983 -0.802
C 2.277 -1.195 0.636 -0.839
N -1.292 0.877 0.232 -0.288
Si 1.851 0.560 0.035 0.265
H -1.347 -1.368 -0.312 0.293
H -1.096 -0.765 1.381 0.343
H -2.709 -0.884 0.679 0.305
H -2.005 0.436 -1.643 0.302
H -2.956 1.736 -0.933 0.281
H -1.343 1.955 -1.494 0.316
H 3.321 -1.446 0.318 0.322
H 2.223 -1.380 1.756 0.267
H 1.547 -1.731 0.131 0.220
H 2.536 1.534 1.007 -0.087
H 2.525 0.958 -1.272 -0.092
```

=====

Version Q
Molecular formula: C3H11NSi
Method: DFT, ωB97M-V/def2-TZVPD

Summary:
HOMO (alpha / beta): -7.2 / -9.3 eV
E_LUMO (alpha / beta): -0.29 / -0.25 eV
HOMO-LUMO gap (alpha / beta): 6.9 / 9.1 eV
Net charge: 0

Structure (XYZ):
```
16
Properties=species:S:1:pos:R:3:mulliken_charge:R:1
C 1.579 -0.722 -0.654 -0.917
C -2.329 -0.715 -0.472 -0.762
C 1.732 0.837 -0.488 -0.286
N 1.324 1.411 0.657 -0.530
Si -1.762 0.254 1.235 0.332
H 2.417 -1.357 -0.219 0.297
H 0.783 -1.012 -0.018 0.089
H 1.411 -1.206 -1.593 0.399
H -2.680 0.098 -1.104 0.261
H -1.275 -1.180 -0.713 0.072
H -2.946 -1.588 -0.439 0.362
H 2.834 0.980 -0.660 0.278
H 1.171 1.279 -1.329 0.319
H 1.720 0.877 1.417 0.224
H -2.179 1.580 1.540 -0.070
H -1.689 -0.843 2.207 -0.069
```

=====

Least stable: version Q

=====

Version P
Molecular formula: C8H9NS
Method: DFT, ωB97M-V/def2-TZVPD

Summary:
HOMO: -8.8 eV
E_LUMO: -0.09 eV
HOMO-LUMO gap: 8.7 eV
Net charge: 0

Structure (XYZ):
```
19
Properties=species:S:1:pos:R:3:mulliken_charge:R:1
C 1.899 -1.266 0.726 -0.193
C 1.680 -1.065 -0.572 -0.813
C 1.510 -0.403 1.851 -0.985
C 1.105 0.175 -0.902 -0.404
C 1.078 0.767 1.432 0.606
C 0.876 1.087 0.091 0.385
C 0.302 2.392 0.627 -0.197
C -2.473 -0.757 -1.358 -0.547
N 0.381 1.994 1.853 -0.637
S -3.623 0.306 -0.620 -0.203
H 2.437 -2.124 0.996 0.415
H 2.069 -1.618 -1.394 0.432
H 1.728 -0.620 2.856 0.436
H 0.722 0.483 -1.845 0.553
H -0.188 3.270 0.264 0.400
H -1.789 -0.142 -2.090 0.162
H -1.769 -1.102 -0.633 0.149
H -2.911 -1.582 -1.880 0.331
H -3.033 0.205 0.597 0.110
```

=====

Version Q
Molecular formula: C8H9NS
Method: DFT, ωB97M-V/def2-TZVPD

Summary:
HOMO: -7.8 eV
E_LUMO: 0.78 eV
HOMO-LUMO gap: 8.6 eV
Net charge: 0

Structure (XYZ):
```
19
Properties=species:S:1:pos:R:3:mulliken_charge:R:1
C -1.925 2.844 -0.183 -0.882
C -1.050 1.910 -0.542 -0.408
N -1.363 0.574 -0.280 -0.331
C -0.312 -0.381 -0.202 0.559
C -0.581 -1.716 -0.450 -0.759
C 0.346 -2.667 -0.017 -0.301
C 1.541 -2.331 0.501 -0.735
C 1.887 -0.963 0.555 -0.314
C 0.957 0.037 0.279 0.630
S 1.184 1.679 0.752 -0.267
H -1.666 3.855 -0.270 0.265
H -2.844 2.640 0.156 0.369
H -0.243 2.239 -1.035 0.627
H -2.142 0.321 -0.864 0.286
H -1.632 -1.843 -0.831 0.180
H 0.244 -3.750 -0.108 0.304
H 2.144 -3.210 0.758 0.319
H 2.837 -0.818 0.931 0.312
H 2.619 1.581 0.848 0.145
```

=====

Least stable: version P